# 1
The following is a quantum chemistry calculation of a cluster of 6 separate species, C29H36N7O3 in total at a distorted geometry, from the OMol25 dataset.

Output
E_LUMO (eV): -5.8
Total charge: +1

Each line ends with the Löwdin charge.
Atoms and positions in Å:
C: 1.98 -1.25 -0.16  -0.0334
C: 0.48 -1.06 0.54  -0.2948
O: 0.44 -1.24 1.89  -0.0016
N: -0.78 -0.72 -0.22  -0.0949
C: -0.46 0.59 -0.93  -0.0512
C: -1.21 -1.81 -1.18  -0.0082
C: -0.48 -3.31 -1.28  0.0928
N: -0.94 -4.41 -2.22  0.0235
C: -2.10 -4.24 -3.18  0.0305
C: -2.98 -2.85 -3.26  0.0899
C: -2.51 -1.64 -2.21  0.0657
C: -3.45 -0.27 -2.28  -0.2675
O: -3.15 0.58 -3.31  0.0103
O: -4.55 -0.04 -1.33  0.0464
H: 2.56 -0.24 -0.30  0.0911
H: 2.61 -2.01 0.51  0.1135
H: 1.90 -1.74 -1.24  0.0720
H: -1.38 1.32 -0.72  0.1315
H: 0.46 1.09 -0.41  0.1036
H: -0.34 0.40 -2.07  0.1219
H: 0.45 -3.60 -0.58  0.1449
H: -0.45 -5.35 -2.22  0.1477
H: -2.40 -5.12 -3.89  0.1401
H: -3.86 -2.74 -4.02  0.1367
H: -4.58 -0.90 -0.79  0.1497
N: 4.85 0.02 -2.72  -0.0077
C: 5.52 1.20 -2.88  -0.1304
C: 4.81 1.98 -3.77  -0.1036
C: 3.66 1.25 -4.14  -0.1124
C: 3.71 0.04 -3.48  -0.1714
H: 5.14 -0.75 -2.13  0.1426
H: 6.45 1.38 -2.36  0.1116
H: 5.09 2.97 -4.10  0.0984
H: 2.88 1.56 -4.83  0.0940
H: 3.03 -0.80 -3.49  0.0883
N: 2.58 -5.58 -2.17  -0.0264
C: 3.83 -5.22 -1.71  -0.1433
C: 4.39 -6.33 -1.12  -0.0929
C: 3.46 -7.39 -1.23  -0.0937
C: 2.36 -6.90 -1.89  -0.1520
H: 1.94 -4.96 -2.64  0.1191
H: 4.20 -4.21 -1.84  0.1006
H: 5.37 -6.37 -0.66  0.1022
H: 3.59 -8.41 -0.88  0.1026
H: 1.43 -7.37 -2.18  0.0989
N: 1.56 3.87 1.16  -0.0083
C: 1.12 5.09 1.61  -0.1403
C: 1.22 5.98 0.56  -0.0895
C: 1.74 5.28 -0.55  -0.0984
C: 1.93 3.97 -0.15  -0.1489
H: 1.60 3.03 1.72  0.1372
H: 0.77 5.22 2.62  0.0933
H: 0.95 7.03 0.60  0.1010
H: 1.94 5.68 -1.53  0.0986
H: 2.31 3.11 -0.69  0.0974
N: -0.44 3.39 4.02  0.0083
C: -1.22 4.20 4.81  -0.1217
C: -1.97 3.39 5.63  -0.1110
C: -1.65 2.05 5.33  -0.1360
C: -0.70 2.08 4.33  -0.1341
H: 0.21 3.71 3.32  0.0812
H: -1.16 5.27 4.72  0.1125
H: -2.69 3.74 6.37  0.1003
H: -2.06 1.16 5.79  0.1004
H: -0.18 1.28 3.82  0.0988
N: -4.70 1.76 3.71  0.0161
C: -5.91 1.56 4.30  -0.1328
C: -6.85 1.41 3.31  -0.1161
C: -6.18 1.51 2.07  -0.1267
C: -4.85 1.72 2.35  -0.1508
H: -3.82 1.91 4.20  0.1027
H: -6.01 1.55 5.38  0.1087
H: -7.91 1.24 3.46  0.0922
H: -6.62 1.44 1.08  0.0858
H: -4.00 1.86 1.69  0.0957

=====

# 2
The following is a quantum chemistry calculation of the ion C8H8ClN2S with charge +1 at a distorted geometry, from the OMol25 dataset.

Output
Energy above the lowest of the compared OMol25 structures with the same formula, charge and spin (eV): 2.543
E_LUMO (eV): -5.2
Total charge: +1

Each line ends with the natural charge from an NBO analysis.
Atoms and positions in Å:
C: -0.57 1.02 -0.99  -0.0440
C: 1.11 -0.88 -0.88  0.0561
C: 0.39 0.19 -1.46  -0.0413
C: -0.57 0.95 1.41  0.2514
C: -3.38 1.08 -0.55  -0.3468
C: 3.30 -1.89 0.78  -0.3362
C: -2.63 1.52 0.45  -0.0433
C: 2.03 -1.68 1.15  -0.0863
N: -1.16 1.08 0.27  -0.4468
N: 1.27 -0.83 0.38  -0.3881
S: 0.08 1.00 2.80  0.4860
Cl: 0.53 0.32 -3.18  0.0751
H: -1.06 1.77 -1.52  0.2414
H: 1.48 -1.64 -1.68  0.2198
H: -4.43 1.36 -0.45  0.2480
H: -3.15 0.56 -1.45  0.2481
H: 4.05 -2.38 1.47  0.2231
H: 3.64 -1.60 -0.12  0.1855
H: -2.74 2.08 1.45  0.2700
H: 1.81 -2.05 2.13  0.2285

=====

# 3
The following is a quantum chemistry calculation of the ion C29H52ClN2O4S with charge +1 at a distorted geometry, from the OMol25 dataset.

Output
Energy above the lowest of the compared OMol25 structures with the same formula, charge and spin (eV): 0.000
E_LUMO (eV): -2.3
Total charge: +1

Each line ends with the Löwdin charge.
Atoms and positions in Å:
C: 3.57 -6.58 -1.25  0.0220
C: 4.09 -5.49 -1.88  -0.0512
C: 4.71 -4.28 -1.18  -0.4703
O: 5.87 -3.99 -1.37  0.0750
O: 3.82 -3.59 -0.43  0.0031
C: 4.42 -2.67 0.50  -0.1499
C: 3.66 -2.85 1.87  -0.1377
C: 2.95 -1.57 2.36  -0.1957
C: 3.83 -0.69 3.31  -0.1754
C: 4.54 0.40 2.44  -0.1824
C: 3.71 1.74 2.34  -0.0736
C: 3.47 2.13 0.89  -0.1209
C: 2.25 2.49 0.38  -0.1401
C: 0.93 2.61 1.12  -0.1079
C: -0.06 1.46 0.79  -0.1776
C: -1.10 1.84 -0.33  -0.2049
C: -2.48 1.29 0.07  -0.2366
C: -3.62 1.66 -0.92  -0.2106
C: -4.88 0.80 -0.55  -0.2167
C: -6.23 1.56 -0.69  -0.1878
C: -7.35 0.53 -1.10  -0.1996
C: -8.57 0.50 -0.12  -0.2086
C: -9.87 0.36 -0.97  -0.2180
C: -11.15 0.10 -0.14  -0.2171
C: -11.01 -0.99 0.98  -0.2445
C: -12.22 -2.01 0.93  -0.1074
N: 2.46 2.75 -0.98  0.1798
C: 3.74 2.52 -1.24  -0.0438
N: 4.41 2.17 -0.16  0.0370
C: 5.83 1.87 -0.02  -0.1145
C: 6.66 2.11 -1.31  -0.1778
C: 8.10 1.57 -1.01  -0.2093
C: 8.72 0.84 -2.22  -0.2543
S: 7.91 -0.74 -2.56  0.3323
O: 8.08 -1.03 -3.95  -0.3168
O: 6.53 -0.70 -2.15  -0.3567
Cl: 8.85 -2.15 -1.41  0.4259
H: 4.16 -7.29 -0.66  0.0704
H: 2.50 -6.80 -1.38  0.0664
H: 4.04 -5.44 -2.99  0.1164
H: 4.32 -1.65 0.10  0.1122
H: 5.48 -2.87 0.71  0.1252
H: 2.90 -3.64 1.72  0.1184
H: 4.38 -3.26 2.60  0.1145
H: 2.52 -0.95 1.56  0.1026
H: 2.10 -1.90 2.98  0.1101
H: 3.26 -0.24 4.14  0.1086
H: 4.63 -1.32 3.74  0.1087
H: 4.57 0.00 1.42  0.0660
H: 5.57 0.60 2.79  0.1145
H: 2.77 1.63 2.89  0.1063
H: 4.36 2.54 2.77  0.1268
H: 1.19 2.53 2.19  0.1035
H: 0.48 3.61 1.00  0.1275
H: 0.46 0.51 0.56  0.1129
H: -0.65 1.27 1.71  0.1093
H: -1.14 2.95 -0.34  0.1064
H: -0.77 1.49 -1.32  0.1109
H: -2.79 1.67 1.06  0.1202
H: -2.46 0.19 0.15  0.1210
H: -3.35 1.46 -1.97  0.1106
H: -3.89 2.74 -0.87  0.1091
H: -4.73 0.50 0.51  0.1067
H: -4.83 -0.11 -1.15  0.1064
H: -6.13 2.30 -1.51  0.1029
H: -6.51 2.10 0.23  0.1050
H: -6.94 -0.49 -1.11  0.1002
H: -7.68 0.78 -2.12  0.1021
H: -8.61 1.40 0.52  0.1084
H: -8.44 -0.38 0.53  0.0938
H: -10.01 1.33 -1.49  0.1114
H: -9.67 -0.40 -1.75  0.1113
H: -11.56 1.02 0.30  0.1097
H: -11.92 -0.26 -0.85  0.0942
H: -11.04 -0.47 1.95  0.0998
H: -10.11 -1.60 0.87  0.0879
H: -13.04 -1.62 0.31  0.0606
H: -12.60 -2.12 1.96  0.0630
H: -11.85 -2.99 0.59  0.0653
H: 1.77 3.02 -1.66  0.1852
H: 4.20 2.61 -2.22  0.1674
H: 6.23 2.53 0.77  0.1531
H: 6.02 0.84 0.30  0.1138
H: 6.21 1.62 -2.18  0.0962
H: 6.75 3.20 -1.46  0.1261
H: 8.70 2.43 -0.69  0.1259
H: 8.08 0.87 -0.16  0.1125
H: 8.70 1.47 -3.13  0.1210
H: 9.77 0.60 -1.96  0.1042

=====

# 4
The following is a quantum chemistry calculation of a cluster of 6 separate species, C36H89N5 in total at a distorted geometry, from the OMol25 dataset.

Output
Energy above the lowest of the compared OMol25 structures with the same formula, charge and spin (eV): 3.816
E_LUMO (eV): 0.7

Each line ends with the Löwdin charge.
Atoms and positions in Å:
C: 4.19 -3.60 2.05  -0.0895
C: 3.04 -2.64 2.47  -0.2038
N: 2.82 -2.51 4.01  -0.1837
C: 2.45 -1.23 4.60  -0.2574
C: 1.01 -0.82 4.34  -0.1010
C: 2.10 -3.67 4.52  -0.2610
C: 2.83 -3.95 5.81  -0.1072
H: 4.22 -3.44 0.90  0.0884
H: 3.94 -4.58 2.51  0.0621
H: 5.13 -3.36 2.61  0.0776
H: 2.02 -3.21 2.06  0.1337
H: 3.16 -1.79 2.01  0.0180
H: 3.02 -0.36 4.05  0.1429
H: 2.78 -1.32 5.53  0.0491
H: 0.69 -0.84 3.30  0.0652
H: 0.84 0.23 4.64  0.0633
H: 0.52 -1.29 5.28  0.1051
H: 2.36 -4.53 3.97  0.0722
H: 0.94 -3.57 4.50  0.1322
H: 2.67 -3.17 6.61  0.0796
H: 3.89 -3.89 5.80  0.0565
H: 2.63 -4.91 6.33  0.0786
C: -5.07 3.11 -4.49  -0.0901
C: -5.73 2.36 -3.25  -0.1624
N: -4.76 1.20 -2.83  -0.1872
C: -5.01 0.62 -1.45  -0.2605
C: -6.38 -0.01 -1.26  -0.1098
C: -4.68 0.19 -3.85  -0.2518
C: -3.33 -0.67 -3.68  -0.0803
H: -5.23 4.26 -4.47  0.0960
H: -5.31 2.73 -5.43  0.0344
H: -4.05 3.22 -4.34  0.0208
H: -6.66 1.90 -3.43  0.0595
H: -5.83 3.23 -2.33  0.1694
H: -5.02 1.48 -0.64  0.1306
H: -4.25 -0.15 -1.03  0.1137
H: -6.39 -0.92 -1.95  0.0931
H: -7.17 0.58 -1.68  0.0563
H: -6.36 -0.26 -0.25  0.0479
H: -4.36 0.69 -4.80  0.1167
H: -5.40 -0.38 -3.99  0.0173
H: -2.29 -0.14 -3.51  0.0620
H: -3.01 -1.36 -4.58  0.0983
H: -3.33 -1.24 -2.67  0.0569
C: 1.02 -1.63 -5.00  -0.0786
C: 1.82 -1.45 -3.77  -0.2524
N: 1.11 -1.80 -2.52  -0.1309
C: 2.09 -2.20 -1.40  -0.2216
C: 3.14 -1.09 -1.01  -0.0779
C: 0.21 -0.66 -2.08  -0.2748
C: -0.74 -1.10 -0.99  -0.1167
H: 1.36 -1.45 -6.01  0.1038
H: 0.45 -0.79 -4.96  0.0385
H: 0.63 -2.42 -5.04  -0.0317
H: 1.96 -0.27 -3.77  0.1407
H: 2.53 -2.13 -4.05  0.0873
H: 2.48 -3.25 -1.70  0.1418
H: 1.58 -2.53 -0.59  0.0227
H: 3.97 -1.49 -0.44  0.0296
H: 2.73 -0.24 -0.33  0.0862
H: 3.60 -0.77 -2.04  0.0969
H: -0.56 -0.56 -2.87  0.0810
H: 0.69 0.19 -1.59  0.0961
H: -1.16 -2.00 -1.53  0.0874
H: -1.59 -0.29 -1.04  0.0986
H: -0.28 -1.36 -0.02  0.0619
C: -2.14 -3.74 3.70  -0.0820
C: -1.38 -3.76 2.31  -0.2395
N: -1.16 -5.15 1.79  -0.1928
C: -2.17 -6.18 1.84  -0.2779
C: -3.36 -5.85 0.96  -0.0708
C: -0.32 -5.09 0.55  -0.2175
C: 0.97 -5.98 0.84  -0.0688
H: -3.19 -4.12 3.50  0.0719
H: -2.35 -2.72 4.15  0.0821
H: -1.50 -4.32 4.33  0.0519
H: -0.51 -3.13 2.58  0.0730
H: -1.78 -3.15 1.48  0.0943
H: -2.62 -6.32 2.78  0.0879
H: -1.64 -7.02 1.80  0.0683
H: -3.62 -4.77 1.02  0.0833
H: -4.11 -6.62 1.30  0.1039
H: -2.90 -5.94 0.01  0.0292
H: -0.03 -4.19 0.26  0.0179
H: -1.08 -5.36 -0.36  0.1476
H: 1.49 -6.21 -0.07  0.0358
H: 0.73 -7.00 1.44  0.1043
H: 1.48 -5.36 1.74  0.0854
C: 1.95 2.14 2.17  -0.0109
C: 1.37 3.45 1.48  -0.1085
N: 2.27 4.61 1.72  -0.1786
C: 2.25 5.69 0.82  -0.2798
C: 1.12 6.67 1.18  -0.0739
C: 2.52 5.01 3.12  -0.2228
C: 3.58 6.12 3.39  -0.0905
H: 2.07 2.08 3.03  -0.0646
H: 2.88 2.04 1.80  0.0569
H: 1.49 1.25 1.93  0.0486
H: 0.42 3.86 2.02  0.1459
H: 1.24 3.24 0.57  0.0156
H: 2.28 5.35 -0.07  0.0182
H: 3.15 6.33 0.72  0.1266
H: 0.74 7.38 0.29  0.1118
H: 1.68 7.21 1.94  0.0379
H: 0.13 6.27 1.37  0.0578
H: 2.84 4.26 3.63  0.0463
H: 1.62 5.46 3.51  0.1079
H: 3.28 7.13 3.02  0.0501
H: 4.57 5.86 2.84  0.1062
H: 3.82 6.42 4.44  0.0794
C: 3.25 2.99 -2.24  -0.0618
C: 2.08 3.83 -2.86  -0.2730
C: 0.86 2.99 -3.19  -0.2510
C: -0.36 3.78 -3.66  -0.2048
C: -1.18 4.51 -2.52  -0.2328
C: -2.00 3.55 -1.54  -0.0980
H: 3.58 2.20 -3.04  0.1112
H: 2.88 2.64 -1.39  -0.0087
H: 4.08 3.71 -2.10  0.0785
H: 2.18 4.29 -3.80  0.0812
H: 1.81 4.72 -2.28  0.0890
H: 0.76 2.31 -2.31  0.0852
H: 1.14 2.17 -3.94  0.1197
H: -1.07 3.26 -4.38  0.1153
H: -0.11 4.68 -4.26  0.1039
H: -1.64 5.39 -2.95  0.0816
H: -0.48 5.17 -1.96  0.0868
H: -1.28 2.94 -0.75  0.0992
H: -2.52 2.65 -2.04  0.0573
H: -2.78 3.72 -0.86  0.0145

=====

Per-record Kohn-Sham gap, eV: 3.843, 7.225, 7.799, 8.438